(P)
# C3H6N2O

A molecular structure, C3H6N2O (ωB97M-V/def2-TZVPD, OMol25).

## Properties
2S+1 = 1
E_LUMO = 0.613 eV

Last column: natural (NBO) charge in e.
Atoms and positions in Å:
1 N 1.7020 -0.1075 0.9196  -0.9052
2 C 0.5851 0.9514 -0.1584  0.6769
3 O 1.1347 1.9647 -0.4502  -0.5565
4 C -0.5667 0.2552 0.0194  -0.3074
5 C -1.7221 0.0531 -0.8322  -0.2430
6 N -0.8530 -1.0932 -0.4629  -0.5976
7 H 2.2553 0.5216 1.4941  0.4008
8 H 2.2921 -0.7859 0.4485  0.4004
9 H 0.9823 -0.5616 1.4748  0.4113
10 H -1.7141 0.3533 -1.8765  0.1928
11 H -2.7005 0.1000 -0.3534  0.1886
12 H -1.3335 -1.6527 0.2420  0.3389

***

(Q)
# C3H6N2O

A single C3H6N2O molecule (ωB97M-V/def2-TZVPD, OMol25).

## Properties
SMILES string = C=C/C(N)=N\O
2S+1 = 1
E_LUMO = 0.835 eV

Last column: natural (NBO) charge in e.
Atoms and positions in Å:
1 C -0.1098 1.8162 0.3492  -0.3158
2 C -0.6147 0.7812 -0.3465  -0.2794
3 C -0.1251 -0.6188 -0.2437  0.3260
4 N -0.9030 -1.6255 -0.7633  -0.7833
5 N 0.8955 -1.0333 0.4621  -0.2358
6 O 1.9409 -0.1405 0.6713  -0.5827
7 H -0.5489 2.8037 0.2426  0.1926
8 H 0.8507 1.8399 0.8450  0.2245
9 H -1.5470 0.9118 -0.8873  0.2063
10 H -1.9028 -1.4757 -0.7367  0.3723
11 H -0.6456 -2.5341 -0.3931  0.3953
12 H 2.7096 -0.7248 0.8003  0.4800

***

Of the structures shown above, (P) is the least stable.